Entry from the OMol25 dataset: a single C5H8N2 molecule (ωB97M-V/def2-TZVPD).

Each line ends with the Löwdin charge.
Atoms and positions in Å:
C  -2.41060  -0.70846  0.10828  -0.050
C  -1.05435  -0.09706  -0.04657  -0.370
C  -0.70766  1.25077  -0.29038  -0.039
C  0.66798  1.26627  -0.25243  -0.086
N  1.06654  -0.00137  -0.00697  -0.224
C  2.41468  -0.50027  0.14657  -0.028
N  0.02940  -0.84412  0.11892  0.107
H  -3.16354  -0.16963  -0.47183  0.072
H  -2.72301  -0.68428  1.15784  0.075
H  -2.39478  -1.75263  -0.21465  0.073
H  -1.36755  2.09275  -0.44398  0.096
H  1.37840  2.06790  -0.39666  0.117
H  2.96375  -0.48976  -0.79906  0.085
H  2.33501  -1.52322  0.51218  0.085
H  2.96574  0.09312  0.87873  0.085

Its charge is 0. The total energy comes out at -304.8181 Ha. As for the HOMO-LUMO gap: 10.0 eV. The largest force on an atom comes out at 0.21 eV/A. The value obtained for the highest occupied orbital energy is -8.934 eV. The SMILES is Cc1ccn(C)n1. The relative energy (zero: lowest compared OMol25 entry of this formula, charge and spin) comes out at 0.474 eV.